10
Properties=species:S:1:pos:R:3 method="wB97M-V/def2-TZVPD" total_charge=-1 e_homo_ev=-4.54 largest_force_ev_per_a=2.87 orbital_gap_ev=8.48 e_above_lowest_kj_mol=211.65 energy_ev=-19533.4479 mol_weight_da=125.13
C -1.7369 -0.8949 0.3316
C 1.4279 -0.0529 0.0074
O -2.4383 -0.9351 1.3128
O -1.3838 -1.5940 -0.6183
F -0.6494 2.5891 0.8427
F -0.4856 0.7945 -1.8582
Si -0.4287 0.4486 -0.2631
H 1.8972 0.1578 0.9950
H 1.7512 -1.0861 -0.1626
H 2.0464 0.5729 -0.5874